1.
63
Properties=species:S:1:pos:R:3:forces:R:3 method="wB97M-V/def2-TZVPD" charge=+3 e_above_lowest_kcal_mol=0.00 gap_ev="7.29 / 7.29" homo_ev="-17.4 / -17.4"
Co 0.98674 -0.76944 0.15879 0.34 0.23 -0.03
Cl 0.92277 -1.25470 2.42371 -0.07 0.20 0.12
S 2.96619 -1.99478 0.36666 -0.14 -0.10 -0.13
S 2.40064 1.05412 0.28862 -0.10 0.06 -0.01
S -0.01091 -2.79084 -0.34190 -0.03 0.04 0.00
S 0.65536 -0.22923 -1.97054 -0.08 -0.03 -0.07
P -0.89380 0.52626 0.56761 0.04 -0.39 0.03
C -1.47463 2.64046 -1.18406 0.13 0.03 -0.06
C -0.12275 3.15148 0.75955 0.07 -0.09 0.00
C -0.66153 4.87608 -0.82565 0.01 0.02 0.02
C -0.26626 -2.71986 -2.14548 -0.01 0.03 -0.04
C 4.28316 -0.98049 -0.33049 0.01 -0.02 0.01
C -3.89611 -1.08263 -1.71222 -0.06 -0.02 0.01
C 2.12129 0.69956 -2.47554 0.00 0.03 0.10
C -4.62886 -1.78926 -0.76382 0.01 0.03 -0.03
C 0.70077 -1.79744 -2.87058 0.01 0.01 0.03
C -0.99679 0.65719 2.35722 -0.09 0.03 0.06
C 2.73315 -3.48795 -0.62060 -0.07 -0.01 0.04
C 4.10288 0.38138 0.32419 0.04 -0.01 0.02
C -0.03838 4.47025 0.35097 -0.03 0.06 -0.04
C -0.82192 2.21810 -0.02186 -0.14 0.07 0.05
C -2.35469 -0.36486 0.00535 -0.16 0.15 0.01
C 1.35508 -4.00157 -0.21631 0.05 -0.01 0.02
C -0.24527 -0.15126 3.18639 0.12 -0.12 -0.11
C -2.76721 -0.37603 -1.33532 0.13 0.02 -0.09
C -1.38432 3.96544 -1.58469 0.00 -0.01 0.01
C -1.23387 0.73285 5.13502 0.02 -0.02 0.04
C -1.89551 1.54065 2.96306 -0.02 -0.03 0.00
C -4.22952 -1.78381 0.56415 -0.01 0.01 0.01
C -2.00958 1.57188 4.34378 -0.01 0.01 -0.01
C -0.32568 -0.15037 4.56051 -0.05 0.05 0.01
C 2.31161 1.75228 -1.39456 -0.05 0.01 -0.04
C -3.10554 -1.06969 0.95216 0.10 -0.10 0.02
H -2.07637 1.95931 -1.76438 0.03 0.14 0.02
H 1.34749 -4.31775 0.82830 0.02 0.01 0.01
H 1.46426 2.43931 -1.36865 -0.01 0.01 0.01
H 3.49648 -4.21947 -0.35400 0.00 0.01 0.04
H 3.20696 2.35238 -1.55698 0.05 -0.06 0.03
H -2.50364 2.19789 2.35328 0.00 -0.01 0.00
H 0.32548 2.85956 1.70247 0.03 0.00 -0.06
H -0.60892 5.91219 -1.13365 0.02 -0.01 0.00
H 2.82300 -3.26496 -1.67907 -0.01 -0.04 -0.04
H 0.29168 -0.79807 5.16822 -0.01 0.00 -0.01
H -2.82332 -1.06672 1.99692 0.00 0.01 0.00
H 1.72046 -2.16957 -2.89879 0.01 -0.03 -0.01
H 0.37000 -1.61643 -3.89429 -0.02 0.03 0.01
H 1.05818 -4.86694 -0.80966 0.00 0.00 -0.01
H -1.29249 -2.37684 -2.25908 -0.07 0.05 -0.02
H -4.80225 -2.32317 1.30662 0.00 0.01 0.00
H -2.23115 0.18673 -2.09045 -0.03 -0.23 0.04
H 1.92687 1.16346 -3.44327 -0.06 0.01 0.01
H -4.22135 -1.06528 -2.74443 0.00 0.01 0.01
H 4.35966 0.33955 1.38338 -0.02 -0.03 0.01
H -1.89765 4.29049 -2.47953 -0.01 0.00 0.01
H 0.48919 5.19083 0.96172 0.00 -0.01 0.00
H 2.96414 0.02296 -2.57784 0.04 0.02 -0.02
H 4.74383 1.13876 -0.12798 0.01 -0.01 -0.01
H -5.51987 -2.32650 -1.06029 0.01 -0.02 0.00
H -1.32481 0.76639 6.21280 -0.01 0.00 -0.01
H -0.22486 -3.73744 -2.53498 0.05 -0.01 0.05
H -2.70678 2.25667 4.80730 0.00 -0.01 0.00
H 4.22438 -0.96394 -1.41460 0.01 0.03 -0.02
H 5.24491 -1.40715 -0.04317 0.00 0.00 0.02

2.
72
Properties=species:S:1:pos:R:3:forces:R:3 method="wB97M-V/def2-TZVPD" e_above_lowest_kcal_mol=71.05 smiles="CN(C)C=O.CN(C)C=O.CN(C)C=O.CN(C)C=O.CN(C)C=O.CN(C)C=O" gap_ev=9.19 homo_ev=-8.9
O 3.86073 0.32685 -3.67528 0.19 -0.07 0.08
O -0.42147 0.71209 4.30608 -0.02 -0.16 -0.16
O -6.09221 -1.02233 -3.60977 -0.12 0.12 -0.02
O 4.22127 7.48765 -2.36265 -0.07 0.08 -0.03
O 1.34017 1.45197 -1.01304 -0.01 -0.04 0.18
O -2.31745 -4.04009 2.00888 -0.14 0.13 0.13
N -0.11974 0.12972 0.10230 -0.31 -0.24 0.64
N 3.15089 5.58099 -1.72066 -0.07 -0.15 -0.15
N -4.71905 -2.05579 -2.11716 0.16 -0.13 -0.06
N -0.02243 2.00403 6.13409 0.02 -0.13 0.10
N -0.22039 -4.86374 1.73598 0.20 0.30 0.53
N 1.84477 -0.42924 -4.42062 -0.07 0.61 0.27
C 3.30704 6.69507 -2.46332 -0.14 -0.10 -0.05
C -1.06308 -0.06305 1.19245 0.02 -0.78 -0.06
C 2.30342 -1.74539 -4.72436 0.11 -0.64 -0.25
C 0.51333 -0.05715 -4.81529 -0.17 0.15 -0.36
C -5.67390 -2.02724 -3.07827 0.10 0.13 0.07
C 4.07749 5.24657 -0.66852 0.47 -0.28 -0.18
C 0.14776 3.33418 6.66577 -0.68 0.15 0.63
C 0.63198 -5.94812 1.32708 0.32 -0.42 0.78
C -4.31640 -3.30893 -1.52780 0.24 -0.41 0.73
C -0.07538 -0.91716 -0.90736 0.08 0.58 -0.19
C 2.68071 0.49570 -3.88564 0.00 0.08 0.12
C -0.39196 1.79477 4.85360 -0.16 0.32 0.36
C -4.25826 -0.83209 -1.49206 0.14 -0.08 0.19
C 0.43063 -3.58286 2.01858 -0.22 -0.69 -0.70
C 2.07922 4.63519 -1.91143 -0.55 -0.38 0.98
C -1.55786 -4.97010 1.82816 -0.21 -0.17 -0.24
C 0.36015 0.85335 6.95292 0.32 -0.01 -1.04
C 0.61164 1.24016 -0.05204 0.03 0.26 -0.73
H 1.03706 -5.80017 0.32614 -0.09 -0.12 -0.10
H 0.44210 0.14510 -5.89234 0.03 -0.29 0.01
H 4.80463 6.04604 -0.56519 -0.09 0.09 0.09
H -0.78845 -0.96072 1.75107 -0.05 -0.01 -0.07
H 2.43128 3.60713 -2.02454 0.24 0.13 -0.26
H 1.63635 -2.48891 -4.27512 -0.01 0.02 -0.07
H -6.05194 -3.03050 -3.33666 0.12 -0.05 -0.07
H -0.72380 2.73201 4.37022 0.15 -0.08 -0.15
H 1.15811 3.48889 7.04257 0.08 0.07 -0.14
H -0.26573 -2.92270 2.52079 -0.04 0.01 0.01
H 1.30572 -3.77308 2.63676 0.07 0.14 -0.01
H -0.72693 -0.64868 -1.74699 0.20 -0.01 -0.10
H 1.37743 4.86977 -2.70773 0.29 0.31 -0.20
H -1.08456 0.71779 1.94599 0.07 0.36 -0.35
H -4.29083 -0.01280 -2.20306 -0.14 0.03 -0.01
H -4.84876 -0.58887 -0.60236 -0.11 0.08 -0.13
H 3.30139 -1.89404 -4.32387 0.05 0.15 0.04
H -0.44340 -1.86294 -0.51752 0.13 0.03 0.29
H 0.95810 -0.99046 -1.24202 -0.10 -0.21 -0.24
H 1.49916 4.59844 -0.97625 -0.10 0.01 -0.18
H 0.46135 2.00023 0.72744 -0.01 -0.15 0.24
H -4.93064 -3.59569 -0.66542 -0.15 -0.01 -0.18
H -0.11890 4.10062 5.94101 0.27 -0.14 -0.28
H 2.33999 -1.92271 -5.80453 -0.03 -0.01 0.02
H -4.29119 -4.12370 -2.24922 -0.27 0.08 -0.12
H 2.47609 6.80817 -3.18389 0.13 0.09 -0.07
H 1.47054 -6.04510 2.02814 0.04 0.25 -0.17
H 0.12350 -6.90715 1.43528 -0.25 0.12 -0.44
H -0.55595 3.50034 7.49310 0.23 -0.12 0.06
H 0.21594 0.87497 -4.33789 0.00 -0.11 0.29
H 4.61882 4.33102 -0.93140 -0.04 0.02 0.06
H 0.32387 1.07951 8.01135 -0.12 0.13 0.05
H -2.04476 -0.25729 0.75247 -0.13 0.26 0.28
H -1.92465 -6.00652 1.70925 0.10 0.04 -0.05
H 2.16145 1.43199 -3.62682 0.01 0.00 -0.07
H -3.30627 -3.24981 -1.11441 0.03 0.27 -0.21
H 0.72289 -3.17613 1.04735 0.26 0.42 0.25
H -3.23189 -0.96867 -1.14648 0.01 -0.04 -0.16
H -0.28961 0.02367 6.68346 -0.11 0.00 0.24
H 1.36912 0.54453 6.65918 0.03 -0.01 0.31
H 3.55477 5.05888 0.27078 -0.07 0.14 0.02
H -0.18295 -0.85745 -4.55930 -0.12 0.11 0.03

3.
46
Properties=species:S:1:pos:R:3:forces:R:3 method="wB97M-V/def2-TZVPD" charge=-1 e_above_lowest_kcal_mol=0.00 gap_ev=6.50 homo_ev=-3.8
Tl 1.27205 1.62590 1.49110 -0.11 0.07 -0.14
S -2.16997 3.18311 3.18926 -0.02 -0.05 -0.03
S 1.19854 -1.36755 3.74196 0.04 -0.05 -0.17
N 2.79223 1.36933 -0.78562 0.12 -0.07 0.12
N 1.18120 -1.16427 1.05017 -0.13 -0.12 0.15
N -4.68932 0.36085 2.21123 0.10 0.15 0.06
N -2.50697 0.56133 2.42543 0.02 -0.24 -0.09
N -4.31704 1.61340 2.63418 -0.27 0.11 -0.05
N -1.16249 0.23348 2.31571 -0.17 0.33 -0.03
C -3.37159 -1.66592 1.65931 0.01 0.03 0.00
C -1.38298 1.78153 -0.76401 -0.14 0.04 0.10
C -1.42016 1.58602 -3.15731 0.04 0.00 0.08
C -2.09894 1.75115 -1.95602 0.08 0.00 -0.02
C 4.89171 0.93187 -1.83049 -0.01 0.00 -0.01
C 1.10581 -3.91323 0.63873 -0.01 0.00 0.03
C 0.00587 1.62959 -0.68336 0.23 -0.09 0.01
C -2.98641 1.80431 2.75126 0.01 -0.18 -0.04
C 1.18905 -1.99016 2.12826 0.01 -0.10 -0.04
C 1.07147 -3.04282 -0.45360 0.01 0.01 0.03
C 0.66287 1.47062 -1.92174 0.11 0.00 -0.10
C 4.25033 0.86510 -3.05925 -0.01 0.00 0.00
C 2.15426 1.29789 -1.95623 -0.22 0.02 0.06
C 4.10623 1.18904 -0.72133 -0.04 0.02 -0.06
C -3.55988 -0.26276 2.10245 0.10 0.03 0.06
C 1.11125 -1.69343 -0.17855 0.08 0.15 -0.04
C -0.04128 1.45593 -3.13284 -0.05 0.03 -0.03
C 2.88238 1.04751 -3.12657 0.03 -0.01 -0.03
C 1.16247 -3.39558 1.90745 0.01 0.02 0.05
H 1.17650 -4.03656 2.77790 0.01 -0.02 0.00
H -1.94662 1.95621 0.15111 0.03 -0.03 0.00
H 1.01786 -3.39627 -1.47461 0.00 0.01 0.01
H -1.95239 1.57048 -4.10091 -0.01 -0.01 0.00
H -2.84667 -1.70064 0.70163 0.00 0.00 0.01
H -5.00118 2.33833 2.75300 0.03 -0.04 0.03
H 1.07864 -4.98729 0.48801 0.01 0.00 0.02
H -4.34632 -2.13175 1.54260 -0.01 0.00 0.00
H 5.95860 0.78587 -1.73203 0.00 0.00 -0.01
H -3.17847 1.86511 -1.95114 0.00 0.01 0.01
H 2.38762 0.98411 -4.08407 0.00 -0.01 0.01
H -2.77903 -2.22545 2.38450 0.00 0.01 0.00
H 4.81259 0.66353 -3.96335 0.00 0.00 0.00
H 1.08304 -0.97449 -0.99132 -0.02 0.02 0.04
H -0.76417 -0.10834 3.19249 0.05 -0.13 0.02
H 4.54281 1.25428 0.27069 0.00 -0.01 -0.01
H 0.47252 1.35157 -4.08120 0.00 -0.01 0.00
H -1.04602 -0.47092 1.59716 0.13 0.09 -0.03

4.
37
Properties=species:S:1:pos:R:3:forces:R:3 method="wB97M-V/def2-TZVPD" e_above_lowest_kcal_mol=62.45 smiles="NS(=O)(=O)c1ccc(/N=N/c2c(=O)[nH]c3ccc4[nH][nH]c(Cl)c4c23)cc1" gap_ev=5.12 homo_ev=-6.4
Cl -1.06338 -1.95506 0.66615 -2.44 1.07 -0.88
S 5.58643 -2.07198 0.89021 0.98 -3.99 1.85
O 5.81467 -2.67664 2.23872 -1.07 1.14 -3.00
O -0.43021 3.35728 -2.37774 2.05 1.17 -0.60
O 5.94567 -2.83253 -0.31546 -1.66 0.00 1.23
N -2.50307 3.37585 -1.50242 -1.78 0.78 -0.52
N -3.75357 -1.80167 0.64114 2.50 -1.09 0.08
N -0.25934 0.51294 -1.00843 3.68 -0.78 2.94
N 6.58483 -0.83486 0.81062 0.69 2.15 -0.13
N -4.93789 -1.09820 0.46779 -0.91 -0.96 1.48
N 0.46281 0.55363 0.11228 -5.90 3.72 -3.22
C -4.51627 0.14633 0.06353 -0.91 2.15 -1.42
C 3.13201 -1.77004 -0.28139 1.34 -2.20 0.38
C -5.23329 1.25854 -0.41077 -1.98 -3.80 1.91
C -2.59506 -1.10266 0.21327 -2.27 -2.64 2.81
C 1.47738 -0.26640 0.40066 2.35 -0.51 0.09
C -1.28779 1.48119 -1.15167 0.04 -0.04 2.43
C 3.95265 -1.36594 0.77438 0.55 -0.39 -0.32
C 3.52916 -0.41417 1.70309 0.96 -0.32 -1.27
C -3.35781 2.35969 -1.09754 -1.81 1.52 1.06
C 2.36599 0.21005 1.37627 -1.92 0.51 1.21
C -2.54701 1.26283 -0.63980 1.51 1.15 -2.20
C -1.25933 2.84484 -1.68374 0.36 -1.13 -1.09
C 1.84702 -1.35494 -0.32931 0.27 0.78 -0.68
C -3.10559 0.11169 -0.10008 0.85 0.88 -0.52
C -4.74645 2.37364 -0.99669 4.62 0.56 -0.41
H 6.34392 -0.44530 -0.10100 0.59 0.46 0.01
H 3.42755 -2.55781 -0.99712 0.31 0.63 0.57
H -5.68406 -1.25869 1.22121 1.72 0.45 -1.49
H -2.81598 4.25336 -1.99396 0.72 -1.69 0.74
H -6.28596 1.20080 -0.36610 -1.18 -0.33 0.28
H 1.99791 1.02607 1.98453 0.12 0.22 -0.12
H 1.23935 -1.63207 -1.12336 -1.14 -0.76 -1.25
H 7.50117 -1.29387 0.73336 -0.15 0.46 0.11
H -5.33750 3.16956 -1.36125 -0.59 0.62 -0.21
H 4.18419 -0.04969 2.47151 0.08 -0.07 0.32
H -3.67312 -2.71577 1.06913 -0.56 0.27 -0.17

5.
93
Properties=species:S:1:pos:R:3:forces:R:3 method="wB97M-V/def2-TZVPD" spin_multiplicity=2 e_above_lowest_kcal_mol=7.66 gap_ev="5.48 / 5.55" homo_ev="-6.5 / -7.5"
Ti -0.25869 0.43838 -0.28616 0.18 0.23 0.16
Cl 7.63686 -4.21046 1.71955 0.02 -0.01 0.00
Cl -4.57148 -7.10474 3.98103 -0.01 -0.02 0.01
Cl -7.90731 0.72259 -5.67697 -0.01 0.00 -0.01
Cl 3.47546 7.97119 -4.64399 0.01 0.02 -0.01
O -1.07046 1.72900 0.83357 0.04 -0.14 -0.09
O -1.35606 2.81721 2.77359 0.01 -0.02 -0.04
O 0.56967 -1.25895 -0.24506 -0.19 0.14 -0.01
O 2.35661 -2.52110 0.27911 0.01 0.03 -0.04
N -0.63393 1.39640 -2.03865 -0.11 -0.10 0.12
N 0.78405 -1.96169 1.94794 0.02 0.03 0.01
N -1.92985 -0.75093 -0.43090 0.18 0.08 -0.08
N 1.07692 0.67647 1.42681 -0.16 -0.12 0.00
N 1.67349 1.06795 -0.75510 -0.06 -0.07 -0.05
C 3.15245 0.24555 3.67187 0.00 0.04 0.02
C 1.35521 2.88092 -2.27528 0.00 0.04 -0.01
C 1.25379 5.35811 -2.60956 0.01 0.02 -0.05
C -4.40521 -4.56687 3.06877 0.00 -0.02 0.01
C 1.19106 1.79633 3.62124 -0.06 0.02 -0.04
C 2.05843 2.25238 -1.27290 -0.04 -0.03 -0.10
C 5.02971 -1.19438 1.67211 0.00 -0.01 0.00
C -2.24087 -1.93228 0.27002 0.03 -0.07 0.09
C -6.46099 0.65161 -4.71746 0.02 -0.01 0.00
C 3.96191 -1.69413 2.40772 -0.01 0.02 -0.01
C -0.71733 2.08944 2.06426 -0.01 0.10 0.11
C 0.60519 1.48985 2.46498 0.01 0.07 0.08
C -2.43435 -3.65405 2.00277 -0.01 0.00 0.01
C -1.68560 -2.51410 1.39022 -0.05 -0.01 -0.09
C 2.99516 4.12487 -3.70070 0.03 0.02 0.04
C -0.74420 3.00756 -3.65510 -0.02 -0.05 0.03
C 4.04552 -2.97075 2.93928 0.01 0.03 0.01
C 0.63100 -1.60672 4.13700 0.07 -0.03 0.05
C -0.62957 -2.01223 3.63442 -0.05 0.02 -0.06
C 1.45819 -1.55322 0.71161 0.00 -0.05 0.03
C 2.28953 0.94605 0.52053 0.07 -0.06 -0.12
C -1.79034 -4.87573 2.19481 0.00 0.00 0.00
C 3.13437 2.81015 -0.44447 0.04 -0.01 0.06
C 0.07266 2.41218 -2.65050 -0.02 0.07 -0.03
C 3.24409 2.06328 0.66411 0.00 0.05 0.02
C 2.14657 -0.30511 1.31816 0.08 0.01 0.06
C 5.17577 -3.74861 2.73579 0.00 0.00 0.00
C 1.73892 6.53804 -3.14985 -0.01 -0.01 0.00
C -0.54649 -2.14527 2.25568 0.03 -0.01 0.06
C -2.44332 -5.94121 2.78827 0.00 -0.01 0.00
C -1.89198 1.36359 -2.62591 0.01 -0.06 -0.10
C 1.87425 4.13902 -2.87688 -0.03 -0.05 0.06
C -4.12392 0.18809 -4.53247 0.00 0.00 0.01
C -4.14948 0.53307 -3.18388 0.01 0.01 -0.01
C -3.82438 -1.66191 -1.34623 0.03 -0.02 0.04
C 6.22325 -3.23756 1.99052 -0.03 0.00 0.00
C 3.49436 5.29923 -4.24622 0.01 0.00 0.00
C -2.87902 -0.57072 -1.39268 -0.03 0.01 -0.04
C -5.27388 0.24402 -5.30420 -0.01 0.00 -0.01
C -1.95128 2.37597 -3.63207 0.04 0.02 0.01
C -5.35466 0.93894 -2.61897 0.00 0.00 -0.01
C -6.51294 1.00177 -3.37877 -0.01 0.00 0.00
C -2.91544 0.45178 -2.34808 -0.02 -0.04 0.03
C -3.74267 -3.51186 2.45848 0.03 0.01 -0.02
C -3.42517 -2.49426 -0.36844 -0.03 0.03 -0.04
C 6.16169 -1.96122 1.45435 0.01 0.00 0.00
C -3.75042 -5.77640 3.22136 0.00 0.03 0.00
C 2.74643 -0.80428 2.66016 -0.02 -0.08 -0.04
C 2.85923 6.49620 -3.96499 0.00 -0.01 0.01
C 2.47554 1.31759 4.09080 0.06 -0.04 0.01
C 1.47977 -1.56491 3.06408 -0.05 0.03 -0.03
H -3.19175 -0.13430 -4.97977 0.00 0.00 0.00
H 6.98953 -1.57969 0.87303 0.00 0.00 0.00
H -0.43645 3.81719 -4.29571 0.00 0.00 -0.01
H -4.24256 -2.55831 2.34371 -0.01 0.00 0.00
H -2.80882 2.58156 -4.25011 -0.01 0.00 0.00
H -4.65634 -1.78746 -2.01860 0.00 0.00 0.00
H -7.44814 1.32096 -2.94030 0.00 0.00 0.00
H 4.97859 -0.19747 1.24786 0.00 0.00 0.00
H -5.25576 -0.03006 -6.34984 0.00 0.00 0.00
H -1.52739 -2.17050 4.20965 -0.01 0.00 0.00
H 3.68166 3.71080 -0.67652 0.00 0.01 0.00
H -0.76296 -4.99008 1.87080 0.00 0.00 0.00
H 2.92697 1.89978 4.88628 0.00 0.00 0.00
H 3.21309 -3.36973 3.50530 0.00 -0.01 0.00
H 0.64192 2.49467 4.24136 0.00 0.00 0.00
H 0.38113 5.37901 -1.96825 0.00 0.00 0.00
H 4.10664 0.04712 4.14539 0.00 0.01 0.00
H -1.94765 -6.89252 2.92244 0.00 0.00 0.00
H 0.86345 -1.32364 5.15034 0.00 0.00 0.00
H 4.36415 5.28793 -4.88816 0.00 0.00 0.00
H -3.87500 -3.43454 -0.10188 0.00 0.00 0.00
H 5.24184 -4.74702 3.14504 0.00 0.00 0.00
H -5.38364 1.21270 -1.57155 0.00 0.00 0.00
H -5.41813 -4.45180 3.42871 0.00 0.00 0.00
H 1.25956 7.48403 -2.93991 0.00 0.00 0.00
H 3.48023 3.18199 -3.92081 0.00 -0.01 0.00
H 2.12589 -2.69836 -0.64144 -0.02 -0.01 0.01
H 3.89411 2.21860 1.51044 0.00 -0.01 0.00